Below is a molecular structure, C34H25Br2N4O7ScTe4 at a distorted geometry, with properties calculated with ωB97M-V/def2-TZVPD.

The geometry in XYZ format:
```
77
Properties=species:S:1:pos:R:3:forces:R:3
Sc -0.206692 -0.577203 1.697437 -0.9 4.7 0.6
C -1.547340 -2.071187 3.913202 -5.3 0.6 1.1
O -1.549790 -1.795755 2.581681 -2.7 -3.0 -1.8
C -2.433499 -2.263287 1.567147 -1.1 0.4 0.9
C -3.486457 -3.128799 1.844152 0.8 0.6 0.4
C -4.327352 -3.563932 0.820930 0.2 0.3 -1.2
Br -5.766414 -4.752751 1.222841 0.2 0.1 0.0
C -4.130408 -3.143592 -0.481380 -0.4 -0.5 0.7
C -3.082622 -2.268001 -0.820673 0.2 0.1 -0.2
C -2.221537 -1.819890 0.211495 1.4 2.2 -1.3
O -1.160339 -0.955779 -0.034286 -0.2 -6.3 -4.0
C -2.923473 -1.851657 -2.235853 1.2 0.7 1.5
N -1.962617 -1.022647 -2.671238 -0.9 -1.0 1.5
C -2.175338 -0.908331 -4.006756 1.1 0.8 0.2
C -1.456658 -0.162609 -4.934842 -0.3 0.0 -1.1
C -1.881956 -0.212267 -6.267097 -0.2 -0.3 0.7
C -2.999171 -0.994049 -6.638318 0.0 -0.1 0.6
C -3.703608 -1.734802 -5.681127 0.5 0.5 -0.6
C -3.254916 -1.663482 -4.366190 -1.4 -0.6 -2.4
N -3.742341 -2.268823 -3.256936 -0.3 -0.5 0.8
H -2.338270 -2.754020 4.259412 0.2 -0.1 -0.2
H -1.656341 -1.121608 4.460891 -0.2 -0.3 -0.3
H -0.565764 -2.532225 4.171053 -5.4 -3.7 0.8
H -3.688879 -3.489238 2.840476 0.1 0.2 0.2
H -4.817577 -3.517668 -1.225317 0.0 0.0 -0.2
H -0.905419 -0.588477 -0.863478 -0.6 -0.2 -2.2
H -0.603118 0.431765 -4.636506 -0.1 0.0 0.1
H -1.348350 0.354429 -7.018510 0.0 0.0 0.0
H -3.314218 -1.020848 -7.672805 0.0 0.0 0.0
H -4.560695 -2.337106 -5.952136 0.0 0.0 -0.1
H -4.549087 -2.895006 -3.226841 0.7 0.5 0.2
Te 0.797778 -1.893294 4.023827 10.6 2.2 1.3
Te 0.004627 -0.969347 6.509375 0.9 -0.1 0.3
Te 1.193895 1.426024 5.858657 -0.3 -0.2 -0.1
Te -0.448597 1.523520 3.629967 -3.1 -0.3 3.7
O 5.443046 5.280185 1.876951 0.8 1.0 0.1
C 4.138786 5.058827 2.144080 -1.0 -0.8 -0.1
O 3.435005 5.945132 2.572337 0.9 -0.2 -0.3
C 3.626735 3.681214 1.884478 0.1 -0.1 0.1
C 2.271862 3.440986 2.156346 0.3 -1.0 0.4
C 1.717820 2.181344 1.937837 2.4 1.5 1.9
C 2.495437 1.104208 1.440788 0.5 -0.6 1.1
C 3.845226 1.356987 1.176524 0.2 -0.1 0.4
C 4.406037 2.626157 1.391732 -0.4 -0.1 0.1
N 1.841159 -0.153468 1.285629 3.3 0.0 1.1
C 2.453166 -1.218230 0.875028 0.6 -2.0 -0.5
C 1.748541 -2.497897 0.752183 1.8 2.5 0.1
C 2.447928 -3.623698 0.310773 -0.5 -1.4 -0.2
C 1.764077 -4.817502 0.208869 1.2 0.4 -0.2
C 0.409191 -4.858648 0.549058 -0.9 0.3 0.3
C -0.201691 -3.695895 0.976477 0.9 -0.5 -0.2
N 0.430705 -2.502772 1.088634 0.8 -2.9 -0.3
H 5.950374 4.534260 1.536368 -0.7 -0.2 0.1
H 1.635521 4.235059 2.537977 0.1 -0.1 -0.1
H 0.627897 1.979592 2.147419 4.1 1.4 0.8
H 4.496769 0.575870 0.801882 0.0 0.0 0.0
H 5.459791 2.736369 1.161172 0.1 0.1 0.0
H 3.517025 -1.236761 0.603768 -0.2 0.0 -0.1
H 3.498594 -3.569247 0.054714 0.0 0.2 0.1
H 2.271509 -5.715544 -0.129865 0.0 0.1 0.0
H -0.156015 -5.780587 0.481624 0.0 0.1 0.0
H -1.242827 -3.694599 1.246891 0.5 -0.6 0.0
O -1.903802 0.048050 1.305087 -2.8 4.5 5.1
Br -1.923300 4.631614 -0.926196 0.1 0.0 0.0
C -0.038347 4.392184 -1.001836 0.5 0.0 -0.1
C 0.644032 5.269589 -1.850375 -0.1 0.0 0.0
C 2.010404 5.150025 -2.043796 0.0 0.0 0.0
C 2.703599 4.141715 -1.396909 -0.3 -0.3 0.2
C 2.026276 3.272058 -0.544921 -0.4 0.5 -1.1
C 0.647245 3.381938 -0.311775 -0.3 -0.2 -0.4
C -0.052708 2.417314 0.666576 -2.5 -0.1 -1.1
O -0.992785 2.881093 1.342724 1.4 -0.3 -1.1
O 0.386186 1.185304 0.744509 -4.6 2.2 -5.7
H 0.102871 6.051341 -2.372782 -0.1 -0.1 0.1
H 2.529666 5.834773 -2.705622 -0.1 0.0 0.0
H 3.771175 4.021530 -1.546160 0.0 0.0 0.0
H 2.570361 2.492077 -0.050451 -0.1 0.2 -0.7
```
Forces are in eV/Å.

As for the largest force on an atom: 10.88 eV/A. For the highest occupied orbital energy (alpha / beta), the calculation gives -0.20 / -0.28 eV. The relative energy (zero: lowest compared OMol25 entry of this formula, charge and spin) comes out at 462.0 kcal per mole. The HOMO-LUMO gap (alpha / beta) comes out at 3.6668 / 3.7548 eV. The calculation puts the LUMO energy (alpha / beta) at 0.1276 / 0.1276 hartree. The charge is -2.

List of Löwdin charges in e, atom by atom: 0.230, -0.441, -0.306, -0.173, -0.062, -0.681, 0.671, -0.100, -0.049, -0.126, -0.085, -0.195, 0.186, -0.258, -0.001, -0.104, -0.115, -0.031, -0.242, 0.164, 0.123, -0.036, -0.328, 0.098, 0.081, 0.109, 0.112, 0.086, 0.083, 0.096, 0.162, 0.852, 0.100, -0.044, 0.682, 0.088, -0.480, 0.093, -0.156, -0.001, -0.242, -0.209, -0.031, -0.054, -0.037, -0.108, -0.292, -0.050, -0.111, -0.082, -0.111, -0.043, 0.082, 0.141, -0.155, 0.093, 0.091, 0.105, 0.104, 0.088, 0.089, 0.093, -0.415, 0.764, -0.583, -0.163, -0.111, -0.072, -0.026, -0.091, -0.607, -0.125, -0.272, 0.080, 0.091, 0.099, 0.072